Computed, not measured: a cluster of 2 separate species, C2H3O2S2 in total at a distorted geometry, with ωB97M-V/def2-TZVPD.

Last column: Löwdin charge in e.
Positions of all 9 atoms, in Å:
C (-0.683, -0.007, -0.655)  -0.481
C (0.540, 0.765, 0.929)  -1.208
O (-1.096, 0.773, -1.483)  -0.062
O (-1.183, -1.327, -0.798)  -0.114
S (2.054, 0.233, 0.220)  0.622
S (-0.051, 0.225, 2.421)  0.293
H (0.373, 1.769, 0.626)  -0.015
H (-1.814, -1.415, -1.664)  0.144
H (1.861, -1.015, 0.405)  -0.180

Computed properties:
**Orbital gap**: 6.65 eV
**Lowest unoccupied orbital energy**: 3.45 eV
**HOMO**: -3.197 eV
**Charge**: -1



Computed, not measured: a cluster of 2 separate species, C2H3O2S2 in total at a distorted geometry, with ωB97M-V/def2-TZVPD.

Last column: Löwdin charge in e.
Positions of all 9 atoms, in Å:
C (-0.994, -0.292, 1.304)  -0.055
C (-0.391, 0.492, 0.369)  -0.208
O (2.243, 0.312, -0.154)  -0.501
O (0.892, -1.681, -0.818)  -0.483
S (0.497, 1.254, -3.400)  -0.371
S (1.015, -0.215, -0.798)  0.524
H (-1.779, -0.050, 1.876)  -0.017
H (-0.904, -1.353, 1.543)  0.056
H (-0.578, 1.534, 0.079)  0.056

Computed properties:
**Orbital gap (alpha / beta)**: 6.07 / 6.78 eV
**Lowest unoccupied orbital energy (alpha / beta)**: 2.07 / 2.69 eV
**HOMO (alpha / beta)**: -3.997 / -4.092 eV
**Charge**: -1



Computed, not measured: a cluster of 2 separate species, C2H3O2S3 in total at a distorted geometry, with ωB97M-V/def2-TZVPD.

Last column: Löwdin charge in e.
Positions of all 10 atoms, in Å:
C (-2.024, 0.130, -0.017)  -1.041
C (1.164, -0.109, 0.337)  -1.300
O (-3.201, -0.075, 0.139)  -0.045
O (-1.507, 1.347, 0.166)  -0.042
S (2.232, -1.515, 0.181)  0.578
S (1.485, 1.302, -0.489)  0.442
S (-0.918, -1.139, -0.492)  0.631
H (0.720, -0.086, 1.321)  -0.007
H (2.598, -1.261, -1.074)  -0.149
H (-0.548, 1.405, -0.072)  -0.067

Computed properties:
**Orbital gap**: 7.06 eV
**Lowest unoccupied orbital energy**: 3.04 eV
**HOMO**: -4.017 eV
**Charge**: -1



Computed, not measured: a structure of composition C2H3O2V at a distorted geometry, with ωB97M-V/def2-TZVPD.

Last column: Mulliken spin population.
Positions of all 8 atoms, in Å:
C (0.350, -0.695, 0.353)  0.040
C (0.424, -0.093, -0.905)  0.001
O (-0.160, 1.091, -1.124)  -0.052
O (-0.426, 0.036, 1.217)  -0.056
H (-0.103, -1.518, -0.564)  0.000
H (-0.637, -0.436, 2.029)  0.008
V (-0.815, 1.937, 0.424)  4.072
H (1.367, -0.323, -1.430)  -0.012

Computed properties:
**Orbital gap (alpha / beta)**: 6.78 / 8.73 eV
**Lowest unoccupied orbital energy (alpha / beta)**: 0.23 / 0.26 eV
**⟨S²⟩**: 6.0051
**Multiplicity**: 5
**HOMO (alpha / beta)**: -6.552 / -8.479 eV
**Charge**: 0



Computed, not measured: a cluster of 2 separate species, C2H3O3 in total, with ωB97M-V/def2-TZVPD.

Last column: Löwdin charge in e.
Positions of all 8 atoms, in Å:
O (-2.083, 0.533, 1.402)  -0.040
C (-1.008, 0.966, 1.105)  -0.162
H (-0.379, 1.515, 1.845)  0.072
H (-0.546, 0.794, 0.132)  0.042
O (0.005, -0.581, -1.787)  -0.144
C (1.007, -0.930, -1.131)  -0.693
O (1.426, -0.482, -0.042)  -0.155
H (1.579, -1.815, -1.525)  0.080

Computed properties:
**Orbital gap**: 8.43 eV
**Lowest unoccupied orbital energy**: 4.30 eV
**HOMO**: -4.133 eV
**Charge**: -1



Computed, not measured: a structure of composition C2H3O3 at a distorted geometry, with ωB97M-V/def2-TZVPD.

Last column: Löwdin charge in e.
Positions of all 8 atoms, in Å:
C (-1.342, 0.036, 0.552)  -0.588
C (1.119, 0.083, -0.434)  -0.412
O (-1.383, -1.169, 0.670)  -0.023
O (-2.112, 0.961, 0.689)  0.013
O (1.722, 1.157, -0.130)  -0.212
H (-0.078, 0.211, -0.039)  0.034
H (1.345, -1.056, 0.129)  0.126
H (0.730, -0.222, -1.437)  0.064

Computed properties:
**Orbital gap (alpha / beta)**: 8.10 / 8.10 eV
**Lowest unoccupied orbital energy (alpha / beta)**: 4.15 / 4.15 eV
**HOMO (alpha / beta)**: -3.951 / -3.950 eV
**Charge**: -1



Computed, not measured: a cluster of 3 separate species, C2H3O3S in total at a distorted geometry, with ωB97M-V/def2-TZVPD.

Last column: Löwdin charge in e.
Positions of all 9 atoms, in Å:
C (2.029, -0.450, 0.012)  0.012
C (3.223, -0.419, -0.011)  -0.014
O (-1.391, 1.104, 0.162)  -0.497
O (-1.173, -1.301, -0.139)  -0.509
O (-5.131, -0.198, -0.043)  -0.608
S (-1.953, -0.215, 0.461)  0.857
H (0.977, -0.490, 0.011)  -0.031
H (-4.980, 0.696, -0.374)  -0.203
H (4.275, -0.402, -0.042)  -0.007

Computed properties:
**Orbital gap (alpha / beta)**: 5.95 / 5.95 eV
**Lowest unoccupied orbital energy (alpha / beta)**: 2.77 / 2.77 eV
**HOMO (alpha / beta)**: -3.178 / -3.177 eV
**Charge**: -1



Computed, not measured: a structure of composition C2H3O3S at a distorted geometry, with ωB97M-V/def2-TZVPD.

Last column: Löwdin charge in e.
Positions of all 9 atoms, in Å:
C (0.197, 0.153, -0.443)  -0.481
C (-1.180, -0.249, 0.271)  -0.578
O (2.866, -0.301, -0.454)  -0.549
O (0.867, 1.156, 0.225)  -0.323
O (-1.904, -1.307, 0.098)  -0.309
S (1.690, -0.279, 0.428)  0.966
H (0.289, 0.130, -1.482)  0.091
H (-1.809, 0.921, -0.006)  0.120
H (-1.015, -0.224, 1.362)  0.066

Computed properties:
**Orbital gap**: 6.45 eV
**Lowest unoccupied orbital energy**: 3.54 eV
**HOMO**: -2.911 eV
**Charge**: -1



Computed, not measured: a structure of composition C2H3O3Y at a distorted geometry, with ωB97M-V/def2-TZVPD.

Last column: Mulliken spin population.
Positions of all 9 atoms, in Å:
O (-0.175, 0.188, -0.639)  -0.092
C (0.343, -1.089, -0.839)  -0.014
Y (-0.009, 2.335, -1.205)  1.102
H (0.578, -1.316, -1.894)  0.001
H (1.265, -1.226, -0.244)  0.004
H (-0.390, -1.856, -0.529)  0.000
O (-0.915, 1.935, 1.246)  0.003
C (-0.550, 0.864, 1.628)  -0.003
O (-0.147, 0.166, 2.477)  -0.001

Computed properties:
**Orbital gap (alpha / beta)**: 6.64 / 8.57 eV
**Lowest unoccupied orbital energy (alpha / beta)**: -5.15 / -5.60 eV
**⟨S²⟩**: 0.7507
**Multiplicity**: 2
**HOMO (alpha / beta)**: -11.787 / -14.174 eV
**Charge**: +1



Computed, not measured: an isolated molecule of C2H3OPS at a distorted geometry, with ωB97M-V/def2-TZVPD.

Last column: Löwdin charge in e.
Positions of all 8 atoms, in Å:
C (1.456, 0.762, -0.126)  0.023
C (0.590, 0.437, -0.882)  -0.478
P (-0.996, -0.128, -1.429)  0.549
S (-1.765, -0.399, 0.486)  0.510
O (-0.450, -0.606, 1.397)  -0.532
H (2.325, 1.315, 0.222)  0.047
H (-0.896, -1.557, -1.494)  -0.095
H (-0.264, 0.176, 1.825)  -0.024

Computed properties:
**Orbital gap**: 9.34 eV
**Lowest unoccupied orbital energy**: 0.54 eV
**Structure (SMILES)**: C#CPSO
**HOMO**: -8.798 eV
**Charge**: 0



What are the calculated total energy values for these records? In order: -27887.44847 -27885.49250 -38724.98239 -31899.49763 -8265.77483 -8264.23579 -19097.59828 -19097.93826 -9299.60519 -24290.74012 eV.
What are the energy relative to the best compared isomer or geometry (same formula, charge and spin) values for these records? In order: 56.07 101.17 1.59 46.45 15.12 50.61 107.32 99.48 0.00 59.85 kcal per mole.